Model w:
ORCA calculation (ωB97M-V/def2-TZVPD) on one molecule with the formula C6H9N3O3.

Output
structure (SMILES) = COc1c([N+](=O)[O-])c(C)nn1C
Kohn-Sham gap (spin up / spin down) = 9.2490 / 9.2484 eV

Cartesian coordinates (Å):
C: -0.1974 -2.3628 -1.6981
O: -0.6146 -0.9690 -1.5487
C: -0.2066 -0.4186 -0.4308
C: -0.0786 -0.8921 0.9774
N: -0.7857 -1.8772 1.6239
O: -1.7434 -2.3787 0.9897
O: -0.6379 -2.0488 2.8117
C: 0.7504 0.1607 1.5601
C: 1.2558 0.3509 2.9390
N: 1.0095 1.1224 0.7064
N: 0.4980 0.7195 -0.4510
C: 0.4271 1.5972 -1.6567
H: -0.8688 -2.7548 -2.5010
H: -0.4198 -2.8301 -0.6758
H: 0.8222 -2.1887 -1.9718
H: 2.0204 1.2079 2.8066
H: 0.4076 0.6570 3.5835
H: 1.6514 -0.5975 3.1797
H: 0.9753 1.0216 -2.4465
H: -0.5975 1.9396 -2.1164
H: 0.8312 2.5149 -1.4832

***

Model x:
ORCA calculation (ωB97M-V/def2-TZVPD) on one molecule with the formula C6H9N3O3.

Output
structure (SMILES) = [H]/N=C1/C=C[C@@H](O)[C@@](N)([N+](=O)[O-])C1
Kohn-Sham gap = 9.3422 eV

Cartesian coordinates (Å):
H: 2.0639 -2.0911 -1.2723
N: 2.2615 -1.3536 -0.6669
C: 1.3133 -0.5009 -0.5990
C: 1.5001 0.7394 0.1454
C: 0.5224 1.6382 0.4050
C: -0.9445 1.3151 0.2262
O: -1.4551 2.0031 -0.8340
C: -1.1308 -0.2638 0.0815
N: -0.8969 -0.8099 1.4024
N: -2.6422 -0.4075 -0.2202
O: -3.4175 -0.8186 0.6852
O: -2.9425 -0.1977 -1.4092
C: -0.0854 -0.7304 -1.0413
H: 2.5108 0.9461 0.3208
H: 0.7929 2.5664 0.9206
H: -1.4985 1.7068 1.0340
H: -0.9934 1.7159 -1.5714
H: -1.7697 -1.1550 1.8847
H: -0.2633 -1.6116 1.5481
H: -0.1424 -0.3271 -2.0891
H: -0.1367 -1.7943 -1.1438

***

Model y:
ORCA calculation (ωB97M-V/def2-TZVPD) on one molecule with the formula C6H9N3O3.

Output
structure (SMILES) = O=C[C@@H]1NN2N=C[C@@H](O)[C@@H]2[C@H]1O
Kohn-Sham gap = 9.1538 eV

Cartesian coordinates (Å):
O: 2.2073 -1.7186 1.4868
C: 1.1285 -1.4983 1.9043
C: 0.2841 -0.3267 1.7050
N: -1.1113 -0.5177 1.4325
N: -1.3945 -0.2007 0.1076
N: -1.5171 -1.2261 -0.6868
C: -0.9468 -1.0776 -1.8161
C: -0.1240 0.2749 -1.9673
O: -0.7992 1.1964 -2.7975
C: -0.3634 0.7620 -0.5158
C: 0.7635 0.6677 0.5632
O: 0.8124 1.9333 1.1854
H: 0.5763 -2.3049 2.4975
H: 0.5256 0.3635 2.4764
H: -1.7924 -0.0726 1.9515
H: -1.1006 -1.7662 -2.7046
H: 0.9565 0.1494 -2.2466
H: -0.6581 1.1427 -3.7942
H: -0.8425 1.7554 -0.4228
H: 1.7014 0.3261 0.1291
H: 1.6944 2.1382 1.5124

***

model y is favored, and the nearest alternative lies 0.600 eV above it.

***

Model w:
ORCA calculation (ωB97M-V/def2-TZVPD) on an isolated ion of composition C5H7N2 and charge +1.

Output
net charge = +1
<S²> = 2.014
2S+1 = 3
Kohn-Sham gap (spin up / spin down) = 7.5334 / 7.0723 eV

Cartesian coordinates (Å):
C: -0.1830 1.2170 -0.5601
C: -1.0358 -1.0683 0.0704
C: -2.1754 0.1041 0.1330
C: 0.8637 0.1747 -0.6867
C: 2.1157 0.2778 0.2451
N: 0.0708 -0.9117 -0.3789
N: -1.3042 1.1324 -0.1722
H: -1.4478 -1.8979 0.6102
H: -3.0069 0.0347 -0.4751
H: -2.4940 0.0605 1.2405
H: 1.2299 0.0885 -1.6761
H: 2.1447 1.1008 1.0179
H: 3.1931 0.2519 -0.1409
H: 2.0289 -0.5644 0.7731

***

Model x:
ORCA calculation (ωB97M-V/def2-TZVPD) on an isolated ion of composition C5H7N2 and charge +1.

Output
net charge = +1
<S²> = 2.009
2S+1 = 3
Kohn-Sham gap (spin up / spin down) = 7.0221 / 8.6365 eV

Cartesian coordinates (Å):
C: 0.0631 0.7581 -1.2729
C: 0.4510 0.5648 1.4751
C: 2.0142 1.3014 -0.0148
C: -1.0131 0.3023 -0.3806
C: -1.1898 -1.3177 -0.6140
N: -0.5896 0.4127 0.9020
N: 1.1481 1.0940 -0.9395
H: 0.8171 0.7102 2.3942
H: 2.0442 2.3130 0.1666
H: 2.8334 0.5056 0.1589
H: -1.9801 0.9008 -0.4176
H: -1.9097 -1.7045 0.1178
H: -0.2474 -1.7158 -0.2376
H: -1.3998 -1.6022 -1.5736

***

model w is favored, and the nearest alternative lies 0.330 eV above it.

***

Model w:
ORCA calculation (ωB97M-V/def2-TZVPD) on C16H31NNiP2S as an isolated structure.

Output
<S²> = 2.018
2S+1 = 3
Kohn-Sham gap (spin up / spin down) = 3.7969 / 6.6090 eV

Cartesian coordinates (Å):
P: 0.2332 -2.1392 1.1856
P: -0.1993 2.3088 2.0536
C: 0.4014 -0.3007 0.1819
C: 0.4634 1.2366 0.6822
H: -0.4563 -0.4456 -0.4792
H: 1.3494 -0.4616 -0.3425
H: 1.5059 1.5997 0.5692
H: -0.1554 1.7520 -0.0617
C: -1.8169 3.0509 1.8967
H: -2.0301 3.7068 2.7547
H: -2.6045 2.2897 1.8119
H: -1.8239 3.6752 0.9902
C: 1.0269 3.5833 2.3492
H: 0.8797 4.3715 1.5916
H: 2.0399 3.1626 2.2287
H: 0.9041 4.0226 3.3517
C: -0.8932 -3.4519 0.7118
H: -0.8471 -4.2427 1.4745
H: -0.5961 -3.9093 -0.2360
H: -1.9298 -3.1133 0.6324
C: 1.8455 -2.9478 0.9977
H: 2.6556 -2.2127 1.0435
H: 1.8950 -3.4852 0.0399
H: 1.9504 -3.6851 1.8079
Ni: 0.0105 -0.1180 1.9808
C: 0.4416 1.3740 -2.2091
C: -0.9014 1.4463 -2.0627
C: -1.8962 0.6806 -2.8925
C: -1.4598 -0.7321 -3.3451
C: -0.6939 -1.5588 -2.3500
C: 0.6525 -1.6432 -2.3096
C: 1.6062 -0.7647 -3.0942
C: 1.1492 0.6962 -3.3365
C: 0.0037 -1.9054 2.9814
H: 1.1096 2.0037 -1.6044
H: -1.3660 2.2658 -1.4920
H: -2.1395 1.2857 -3.7865
H: -2.8555 0.6035 -2.3534
H: -2.3670 -1.2987 -3.5971
H: -0.9058 -0.6421 -4.2921
H: -1.3014 -2.2649 -1.7648
H: 1.1347 -2.4914 -1.7948
H: 1.8057 -1.2363 -4.0739
H: 2.5905 -0.7506 -2.5941
H: 2.0524 1.2970 -3.5207
H: 0.5598 0.7554 -4.2646
H: 0.5335 -1.0537 3.4613
H: 0.4886 -2.8222 3.3390
H: -1.0385 -1.9138 3.3214
S: -0.4184 1.7851 6.2204
C: -0.3269 1.4562 4.7019
N: -0.2658 1.1818 3.4964

***

Model x:
ORCA calculation (ωB97M-V/def2-TZVPD) on C16H31NNiP2S as an isolated structure.

Output
<S²> = 2.016
2S+1 = 3
Kohn-Sham gap (spin up / spin down) = 5.1922 / 7.1261 eV

Cartesian coordinates (Å):
P: 0.1860 -1.6612 1.6108
P: -0.1452 1.6283 1.8128
C: -0.0588 -0.6168 0.1103
C: 0.3496 0.8460 0.2456
H: -1.1032 -0.7146 -0.2187
H: 0.5535 -1.1118 -0.6464
H: 1.4299 0.9869 0.0827
H: -0.1764 1.4633 -0.4828
C: -1.7578 2.3954 1.5039
H: -1.9600 3.0906 2.3270
H: -2.5416 1.6308 1.4999
H: -1.7496 2.9313 0.5453
C: 1.0715 2.9020 2.1470
H: 1.0846 3.6266 1.3230
H: 2.0586 2.4390 2.2668
H: 0.7864 3.3783 3.0913
C: -0.9991 -3.0149 1.4469
H: -0.8814 -3.6446 2.3346
H: -0.8181 -3.6024 0.5404
H: -2.0204 -2.6143 1.4340
C: 1.8778 -2.2720 1.3712
H: 2.5892 -1.4366 1.4183
H: 1.9811 -2.7859 0.4035
H: 2.0985 -2.9678 2.1891
Ni: -0.2502 -0.1002 2.9826
C: 0.5072 1.5868 -2.6582
C: -0.8361 1.6654 -2.5388
C: -1.7898 0.9726 -3.4577
C: -1.4027 -0.4808 -3.8436
C: -0.6584 -1.2658 -2.8094
C: 0.6830 -1.3893 -2.7688
C: 1.6380 -0.5625 -3.5730
C: 1.2272 0.9208 -3.7862
C: 0.1316 -1.7056 4.0892
H: 1.1888 2.1152 -1.9814
H: -1.3265 2.3753 -1.8601
H: -1.8869 1.5496 -4.3926
H: -2.7863 0.9724 -2.9920
H: -2.3441 -1.0183 -4.0432
H: -0.8145 -0.4585 -4.7693
H: -1.3131 -1.8291 -2.1322
H: 1.1638 -2.2219 -2.2307
H: 1.7843 -1.0086 -4.5709
H: 2.6218 -0.5960 -3.0803
H: 2.1628 1.4859 -3.9355
H: 0.6288 1.0050 -4.7027
H: 0.9426 -1.2976 4.7242
H: 0.3814 -2.7379 3.7891
H: -0.8194 -1.7035 4.6560
S: -1.0617 1.2049 4.6041
C: -0.1232 0.9299 5.9693
N: 0.4964 0.7156 6.9557

***

model x is favored, and the nearest alternative lies 5.603 eV above it.